1.
C19H32FGaN7O2PSSi | the ωB97M-V functional and the def2-TZVPD basis

Each line ends with the Löwdin charge.
Geometry (Å):
Ga1 -0.0195 -0.6282 0.5201  0.2025
C1 2.4134 -3.1678 3.1268  0.0086
C2 1.3764 -2.3578 2.4341  -0.2124
N1 1.5700 -1.6820 1.3603  -0.0131
N2 2.8258 -1.6543 0.8244  0.0360
C3 2.8959 -1.1228 -0.3617  -0.7836
N3 4.1198 -1.0126 -0.9219  0.1009
S1 1.5388 -0.5058 -1.2810  0.8146
C4 -0.0103 -2.3016 2.9563  -0.1938
C5 -0.4456 -3.0300 4.0469  0.0293
C6 -1.7779 -2.9172 4.4291  -0.0032
C7 -2.6236 -2.0867 3.7153  -0.0037
C8 -2.1130 -1.3951 2.6271  -0.0613
N4 -0.8374 -1.5026 2.2697  0.0706
H1 3.3835 -3.0256 2.6656  0.0771
H2 2.4643 -2.8988 4.1829  0.1013
H3 2.1456 -4.2258 3.0710  0.1112
H4 4.8738 -1.5126 -0.4734  0.1176
H5 4.1831 -0.8901 -1.9183  0.0971
H6 0.2300 -3.6817 4.5812  0.1246
H7 -2.1489 -3.4828 5.2734  0.1286
H8 -3.6655 -1.9814 3.9815  0.1242
H9 -2.7256 -0.7529 2.0075  0.1129
C9 -0.8629 -3.3759 -0.6749  -0.1635
Si1 -2.1211 -2.0952 -1.2303  0.4032
C10 -2.0417 -1.8006 -3.0639  -0.1473
C11 -3.8125 -2.7288 -0.7591  -0.1619
N5 -1.6648 -0.6242 -0.3793  -0.1240
C12 -2.4099 0.5564 -0.5739  -0.2918
C13 -3.7652 0.6490 -0.2346  -0.0335
C14 -4.5042 1.7985 -0.4691  -0.0658
C15 -3.9104 2.9138 -1.0413  -0.0690
C16 -2.5661 2.8665 -1.3786  -0.0139
C17 -1.8691 1.7054 -1.1423  -0.2204
F1 -0.5369 1.6754 -1.5010  -0.0263
H10 -1.0927 -4.3191 -1.1771  0.0538
H11 -0.9196 -3.5814 0.3986  0.0275
H12 0.1693 -3.1319 -0.9396  0.0102
H13 -2.3505 -2.6837 -3.6271  0.0437
H14 -1.0311 -1.5331 -3.3805  0.0295
H15 -2.7094 -0.9826 -3.3473  0.0416
H16 -3.9592 -3.7123 -1.2139  0.0450
H17 -4.6173 -2.0889 -1.1238  0.0350
H18 -3.9280 -2.8512 0.3212  0.0287
H19 -4.2444 -0.2156 0.2075  0.0985
H20 -5.5535 1.8191 -0.2061  0.1131
H21 -4.4847 3.8098 -1.2305  0.1123
H22 -2.0630 3.7106 -1.8307  0.1230
N6 0.1394 4.2408 3.2067  0.1491
C18 1.1250 3.1185 3.0068  -0.1385
P1 0.7796 2.4898 1.2943  0.5130
O1 -0.0372 3.5874 0.7001  -0.2931
O2 0.2689 1.0774 1.4385  -0.2599
C19 2.3685 2.5026 0.3682  -0.1677
N7 2.0281 2.6222 -1.0840  0.1241
H23 -0.1986 4.4811 2.2407  0.1238
H24 0.5455 5.0556 3.6648  0.1729
H25 -0.6700 3.9455 3.7522  0.1740
H26 0.9776 2.3572 3.7672  0.1115
H27 2.1313 3.5220 3.0991  0.1110
H28 2.9625 1.6011 0.5115  0.0991
H29 2.9470 3.3770 0.6623  0.1141
H30 2.7816 3.0470 -1.6230  0.1744
H31 1.1671 3.1711 -1.2058  0.1350
H32 1.8472 1.6540 -1.4419  0.0236

Properties
Gap between HOMO and LUMO ... 7.0 eV
Net charge ... +2
LUMO ... -5.765 eV
Molar mass ... 570.360 g/mol
HOMO ... -12.8 eV
Maximum force ... 0.00239 Eh/bohr

2.
C19H32FN6O2STi | the ωB97M-V functional and the def2-TZVPD basis

Each line ends with the Löwdin charge.
Geometry (Å):
Ti1 -0.1914 0.0823 0.3860  0.8888
C1 4.2545 1.4774 0.8815  0.0377
C2 2.8157 1.1501 0.6643  -0.2150
N1 2.1362 0.1887 1.1752  -0.0471
O1 2.7225 -0.7250 2.0018  0.0159
C3 1.9762 1.9901 -0.2799  -0.1865
C4 2.3923 3.2744 -0.8884  0.0421
N2 0.8700 1.3916 -0.4321  -0.2065
O2 -0.3350 1.5704 -0.9334  -0.1360
H1 4.7328 0.9050 1.6735  0.0906
H2 4.3566 2.5320 1.1435  0.1144
H3 4.8186 1.3159 -0.0401  0.1223
H4 3.6846 -0.5793 2.0152  0.1124
H5 3.3393 3.1548 -1.4189  0.1127
H6 2.5484 4.0208 -0.1054  0.1170
H7 1.6380 3.6372 -1.5813  0.1034
N3 -5.0206 1.3919 -1.0613  0.0774
C5 -4.7300 1.3675 0.4181  -0.0695
C6 -3.2321 1.3448 0.6682  -0.1972
N4 -2.5286 0.2026 0.0147  -0.0928
C7 -2.8583 0.2535 -1.4436  -0.1543
C8 -4.3460 0.2267 -1.7397  -0.0659
H8 -4.6808 2.2681 -1.4668  0.1941
H9 -6.0291 1.3757 -1.2319  0.1977
H10 -5.2224 0.4761 0.8055  0.1491
H11 -5.1882 2.2442 0.8704  0.1526
H12 -3.0806 1.3020 1.7417  0.0756
H13 -2.7637 2.2625 0.3072  0.1377
H14 -2.8972 -0.6624 0.4092  0.1361
H15 -2.3985 -0.5814 -1.9577  0.1005
H16 -2.4048 1.1592 -1.8451  0.1277
H17 -4.8320 -0.6698 -1.3559  0.1489
H18 -4.5364 0.2964 -2.8087  0.1538
F1 0.6800 -1.3979 -5.1249  0.1342
C9 0.4993 -1.5515 -3.8238  -0.2464
C10 1.4581 -1.0952 -2.9517  0.0489
C11 1.2472 -1.2829 -1.5872  -0.0534
C12 0.0795 -1.8818 -1.0989  -0.3376
C13 -0.1473 -1.9635 0.3664  -0.1725
C14 -0.8604 -2.3542 -2.0358  -0.0447
C15 -0.6522 -2.2110 -3.3854  0.0419
H19 2.3676 -0.6568 -3.3405  0.1412
H20 2.0530 -1.0566 -0.9013  0.1121
H21 0.7472 -2.2878 0.9039  0.0774
H22 -1.0023 -2.5655 0.6611  0.0887
H23 -1.7343 -2.8930 -1.6842  0.1344
H24 -1.3381 -2.6207 -4.1167  0.1436
C16 -0.4593 1.8662 5.6260  -0.0014
N5 -0.0410 0.5463 5.1576  -0.1263
C17 0.4224 -0.4775 6.1221  -0.0507
C18 0.7790 -1.6757 5.2233  -0.0644
N6 0.3328 -1.1993 3.8994  0.0603
C19 -0.0619 0.0651 3.9342  -0.6561
S1 -0.6227 1.0090 2.5746  0.7967
H25 0.3270 2.2811 6.2539  0.1103
H26 -1.3735 1.7783 6.2122  0.1115
H27 -0.6256 2.5278 4.7821  0.0631
H28 -0.3764 -0.7007 6.8264  0.1408
H29 1.2747 -0.0906 6.6759  0.1390
H30 0.2442 -2.5781 5.5023  0.1324
H31 1.8455 -1.8853 5.2099  0.1312
H32 0.5538 -1.6720 3.0407  0.1078

Properties
Gap between HOMO and LUMO ... 7.1 eV
Net charge ... +3
LUMO ... -9.695 eV
Molar mass ... 475.437 g/mol
HOMO ... -16.7 eV
Maximum force ... 0.01900 Eh/bohr

3.
C19H32Ge2N2O3Os | the ωB97M-V functional and the def2-TZVPD basis

Each line ends with the Löwdin charge.
Geometry (Å):
Os1 0.7472 -2.4871 0.6070  1.1609
C1 -1.6621 0.6951 3.6829  -0.1529
C2 -1.2872 -0.6175 3.0337  -0.3231
Ge1 0.4663 -0.5184 1.9642  0.8564
C3 2.0489 -0.2043 3.2304  -0.3450
C4 2.0018 1.0433 4.0796  -0.1610
C5 0.2290 1.1585 0.9268  -0.1231
C6 -0.2443 1.4348 -0.2954  -0.2223
Ge2 -0.7642 -0.0619 -1.6345  1.1834
C7 1.0382 -0.9803 -2.0124  -0.3405
C8 1.8406 -0.4869 -3.2039  -0.1413
C9 -2.3476 -0.2220 -2.9271  -0.2788
C10 -2.2484 0.6050 -4.1893  -0.1570
C11 -0.2567 2.7692 -0.8753  -0.1961
C12 -0.2593 3.9370 -0.0910  0.0316
C13 -0.1565 5.1773 -0.6859  -0.0028
C14 -0.0679 5.2942 -2.0688  0.0301
C15 -0.0814 4.1494 -2.8617  0.0020
C16 -0.1862 2.9104 -2.2682  -0.0176
H1 -2.6176 0.5701 4.1953  0.0879
H2 -1.7802 1.4862 2.9443  0.0645
H3 -0.9319 1.0008 4.4279  0.0595
H4 -2.0547 -0.9115 2.3160  0.0437
H5 -1.1697 -1.4024 3.7818  0.0690
H6 2.9241 -0.1846 2.5802  0.0458
H7 2.1049 -1.0946 3.8564  0.0671
H8 1.9006 1.9440 3.4783  0.0612
H9 2.9435 1.1193 4.6288  0.0864
H10 1.2059 1.0097 4.8208  0.0608
H11 0.5864 2.0016 1.5130  0.0697
H12 0.8218 -2.0536 -2.1270  0.0615
H13 1.6271 -0.8172 -1.0887  0.0285
H14 1.3221 -0.6914 -4.1369  0.0764
H15 2.8013 -0.9953 -3.2373  0.0851
H16 2.0314 0.5809 -3.1282  0.0687
H17 -3.2452 0.0166 -2.3572  0.0696
H18 -2.3525 -1.2895 -3.1590  0.0825
H19 -2.3349 1.6693 -3.9826  0.0673
H20 -3.0770 0.3263 -4.8375  0.0910
H21 -1.3243 0.4148 -4.7317  0.0715
H22 -0.3578 3.8675 0.9787  0.1270
H23 -0.1469 6.0664 -0.0740  0.1312
H24 0.0015 6.2688 -2.5260  0.1368
H25 -0.0137 4.2347 -3.9359  0.1324
H26 -0.1792 2.0115 -2.8823  0.0828
N1 -1.1496 -4.1145 0.6796  -0.0091
N2 -2.3271 -3.3638 0.4181  0.0283
C17 -2.3150 -2.1226 -0.1551  -0.6909
O1 -3.3145 -1.5098 -0.4035  0.1112
O2 -1.0975 -1.6452 -0.3999  -0.3490
H27 -1.0467 -4.8751 -0.0026  0.1215
H28 -1.2434 -4.5460 1.6007  0.1180
H29 -3.2329 -3.7858 0.5799  0.1732
C18 2.9522 -4.2524 1.0382  -0.0588
C19 2.7048 -2.7750 0.8985  -0.5984
O3 3.4992 -1.8930 0.8208  0.0516
H30 4.0281 -4.4156 1.1100  0.1036
H31 2.5785 -4.7834 0.1575  0.0835
H32 2.4700 -4.6621 1.9288  0.0846

Properties
Gap between HOMO and LUMO (alpha / beta) ... 7.8 / 4.4 eV
Multiplicity ... 5
Net charge ... +2
LUMO (alpha / beta) ... -6.549 / -9.946 eV
Molar mass ... 671.926 g/mol
HOMO (alpha / beta) ... -14.3 / -14.3 eV
Maximum force ... 0.05944 Eh/bohr

4.
C19H32Ge2N4STc | the ωB97M-V functional and the def2-TZVPD basis

Each line ends with the Löwdin charge.
Geometry (Å):
Tc1 -0.6591 -1.3537 0.3326  0.7506
C1 2.5395 -0.8167 2.3764  -0.1158
C2 1.8029 -1.7006 1.3435  -0.3584
Ge1 1.7691 -0.8042 -0.4220  0.9370
C3 2.4183 -1.7490 -1.9872  -0.3306
C4 3.9501 -1.5918 -2.0411  -0.1224
C5 2.1425 1.1138 -0.3411  -0.1624
C6 1.1261 1.9981 -0.3375  -0.3356
Ge2 -0.5757 1.0368 -0.5415  1.0312
C7 -1.2791 -0.1735 1.9196  -0.3102
C8 -1.3589 1.3413 2.0508  -0.1653
C9 -1.9999 1.8611 -1.5621  -0.3797
C10 -1.9266 3.3793 -1.7206  -0.1225
C11 1.3509 3.4545 -0.3184  -0.1480
C12 2.4276 4.0150 -1.0846  0.0378
C13 2.6981 5.3479 -1.0261  0.0431
C14 1.9046 6.1827 -0.1921  0.1310
C15 0.8199 5.6430 0.5657  0.0458
C16 0.5433 4.3126 0.4853  0.0014
H1 2.6172 -1.3411 3.3276  0.1024
H2 2.0173 0.1259 2.5475  0.0719
H3 3.5522 -0.5917 2.0434  0.0915
H4 0.8302 -1.9693 1.8255  0.0231
H5 2.2825 -2.6703 1.1985  0.0933
H6 1.9367 -1.3329 -2.8729  0.0806
H7 2.1244 -2.7957 -1.8991  0.0768
H8 4.2529 -0.5539 -2.1805  0.0780
H9 4.3241 -2.1548 -2.8964  0.1050
H10 4.4448 -1.9898 -1.1541  0.0847
H11 3.1774 1.4546 -0.3352  0.1035
H12 -0.6636 -0.5846 2.7319  0.0850
H13 -2.2869 -0.6125 1.9831  0.0859
H14 -0.3732 1.8001 2.1484  0.0718
H15 -1.8984 1.6034 2.9672  0.1279
H16 -1.9532 1.8226 1.2567  0.0671
H17 -2.9466 1.5337 -1.1256  0.0738
H18 -1.9214 1.3518 -2.5334  0.0845
H19 -2.1217 3.8974 -0.7820  0.0786
H20 -2.6935 3.6951 -2.4277  0.1057
H21 -0.9674 3.7078 -2.1228  0.0778
H22 3.0171 3.3732 -1.7263  0.1385
H23 3.5061 5.7809 -1.6017  0.1499
H24 2.1199 7.2441 -0.1319  0.1563
H25 0.2369 6.3024 1.1958  0.1484
H26 -0.2740 3.8997 1.0628  0.1148
C17 -3.0888 -6.2097 0.9897  0.0435
C18 -3.3015 -5.0383 0.1098  -0.2485
N1 -4.2193 -4.9056 -0.7968  0.2103
N2 -4.0182 -3.6864 -1.3664  0.1119
C19 -3.0007 -3.0458 -0.8383  -0.6044
S1 -2.3558 -1.4597 -1.1838  0.7349
N3 -2.5230 -3.8746 0.1055  -0.0680
N4 -1.3988 -3.5209 0.8775  0.0762
H27 -4.0039 -6.7995 1.0027  0.1205
H28 -2.8517 -5.9175 2.0136  0.0986
H29 -2.2871 -6.8411 0.5993  0.1153
H30 -4.6390 -3.3838 -2.1117  0.2050
H31 -0.6805 -4.2364 0.7357  0.1513
H32 -1.6656 -3.5737 1.8649  0.1497

Properties
Gap between HOMO and LUMO (alpha / beta) ... 7.6 / 6.3 eV
Multiplicity ... 4
Net charge ... +4
LUMO (alpha / beta) ... -13.319 / -14.983 eV
Molar mass ... 591.780 g/mol
HOMO (alpha / beta) ... -20.9 / -21.3 eV
Maximum force ... 0.00582 Eh/bohr

Number 1: E_tot -117836.3524 eV. Number 2: E_tot -69899.7458 eV. Number 3: E_tot -144823.5262 eV. Number 4: E_tot -152202.5406 eV.